The following is a DFT calculation (the ωB97M-V functional and the def2-TZVPD basis) of an isolated ion of composition FHNO2S and charge -1 at a distorted geometry.

```
6
Properties=species:S:1:pos:R:3:lowdin_charge:R:1
N -1.17 0.45 0.56 -0.28
S 0.27 0.15 0.06 0.49
O 0.30 -0.13 -1.42 -0.45
O 1.31 0.99 0.57 -0.38
F 0.91 -1.48 0.63 -0.41
H -1.62 0.03 -0.39 0.04
```

Results
HOMO   -5.22 eV
Total charge   -1
Kohn-Sham gap   9.527 eV
Structure (SMILES)   N=[S@@](=O)([O-])F
F_max   3.46 eV Å⁻¹
E   -703.9271 Ha
Relative energy (zero: lowest compared OMol25 entry of this formula, charge and spin)   0.361 eV